Record 1
A 10-piece molecular cluster, H21O10 overall, computed with ωB97M-V/def2-TZVPD.

Structure (XYZ):
```
31
Properties=species:S:1:pos:R:3:lowdin_charge:R:1
O -1.290 2.802 -0.744 -0.111
O 1.303 -1.017 1.364 0.042
H -1.443 1.197 3.212 0.025
O -2.527 -0.443 -2.540 0.025
H -0.954 -0.475 -1.008 -0.049
O -2.600 -1.459 1.766 0.015
H -1.564 3.016 -1.775 0.156
H -2.816 -0.751 2.319 0.033
H 0.617 -1.562 2.165 0.217
H -0.386 3.153 -0.790 0.034
O -0.375 -0.023 -0.503 -0.012
O 1.937 -0.243 -2.737 0.022
O 2.989 2.284 -0.696 -0.019
H 3.123 -0.868 -0.623 0.122
H 2.095 0.329 -1.984 0.036
O 2.520 -1.652 -0.728 0.018
H 1.204 -0.253 -3.245 0.014
H -1.002 -2.402 1.257 0.091
H 0.655 -0.491 1.107 -0.064
H -0.402 1.599 3.837 0.105
H -0.638 0.908 -0.757 0.058
H -3.057 -0.822 -1.818 0.071
H 2.772 3.098 -0.205 0.065
H -2.303 -1.035 1.006 -0.006
H 1.738 -1.602 0.434 0.151
H 2.001 -1.411 -1.510 0.034
O -0.411 -2.745 2.004 -0.057
O -0.529 1.216 2.891 -0.086
H 3.260 2.688 -1.469 0.000
H -3.100 -0.129 -3.114 -0.035
H -0.813 -2.911 2.884 0.105
```

For the HOMO energy, the calculation gives -15.0 eV. As for the total charge: +1. The max |F| is 7.778 eV Å⁻¹. The value obtained for the relative energy (zero: lowest compared OMol25 entry of this formula, charge and spin) is 4.047 eV.

***

Record 2
H22HeO11 as an isolated structure, computed with ωB97M-V/def2-TZVPD.

Structure (XYZ):
```
34
Properties=species:S:1:pos:R:3:lowdin_charge:R:1
O 3.386 -0.173 -1.747 -0.046
O 1.864 1.334 -3.471 -0.055
H 0.638 2.036 -2.290 -0.003
H -2.917 -2.141 1.017 -0.036
H -2.170 -0.211 -0.377 -0.016
H 0.931 -2.000 2.280 0.052
O -0.135 2.273 -1.777 -0.051
H 4.220 0.260 -1.930 0.055
O -3.278 -3.017 0.880 -0.049
O -0.363 -1.585 -2.874 -0.054
H -1.412 1.439 1.057 -0.048
O 1.804 -1.610 2.237 -0.041
H -0.827 2.170 -0.132 -0.043
H 3.319 -0.171 -0.792 -0.013
H -1.171 1.381 3.460 0.006
H -4.225 -2.885 0.849 0.035
H -3.332 -0.179 1.965 0.076
He 0.246 0.181 0.309 0.176
H -0.165 2.179 2.658 0.008
O -2.435 -0.501 1.883 -0.038
H -0.843 2.320 -2.419 0.059
H -2.332 -1.113 2.612 0.067
H -0.083 -2.288 -2.288 0.026
H 2.784 -0.468 1.339 -0.020
H -3.392 -0.424 -1.244 0.047
O -2.483 -0.125 -1.277 -0.035
H 2.004 -1.367 3.141 0.065
H 2.249 0.816 -2.764 -0.012
O -0.254 1.655 3.455 -0.061
H -0.722 -0.916 -2.292 -0.019
H 4.238 -0.625 0.944 0.055
O -1.239 2.318 0.719 -0.084
H 2.566 1.418 -4.116 0.049
O 3.529 0.018 0.985 -0.048
```

For the HOMO energy, the calculation gives -10.6 eV. As for the total charge: 0. The max |F| is 1.080 eV Å⁻¹. The value obtained for the relative energy (zero: lowest compared OMol25 entry of this formula, charge and spin) is 1.112 eV.

***

Record 3
H22HeO11 as an isolated structure, computed with ωB97M-V/def2-TZVPD.

Structure (XYZ):
```
34
Properties=species:S:1:pos:R:3:lowdin_charge:R:1
O -19.669 4.634 10.395 -0.039
H -17.126 5.063 12.180 -0.008
H -19.905 3.302 11.590 -0.018
O -16.902 5.246 11.268 -0.048
H -17.539 4.505 17.225 0.055
H -20.036 6.294 16.970 0.003
H -21.741 7.350 12.500 -0.026
O -17.190 5.219 16.692 -0.045
He -20.584 5.421 14.003 0.155
H -17.029 4.855 14.957 -0.017
H -21.775 6.837 10.375 0.069
H -22.374 5.913 17.324 0.050
O -20.374 2.682 12.149 -0.061
H -19.230 8.124 13.042 0.033
O -21.672 5.271 17.430 -0.037
H -16.530 3.686 14.136 0.043
H -16.172 4.657 11.077 0.047
H -21.672 2.005 15.002 0.023
O -19.379 7.981 13.976 -0.063
H -22.063 4.572 17.954 0.048
H -19.691 2.275 12.681 0.038
H -21.080 8.181 10.313 0.075
O -19.313 6.918 16.904 -0.034
H -20.251 7.589 14.022 -0.043
H -22.959 7.131 13.373 0.049
H -21.306 2.936 13.866 -0.039
H -20.194 5.402 10.623 0.011
H -19.324 7.203 15.990 0.014
O -22.033 2.688 14.438 -0.077
O -22.106 7.567 13.357 -0.078
H -18.768 4.892 10.588 0.009
O -16.949 4.543 14.056 -0.054
O -21.065 7.341 10.772 -0.026
H -17.853 5.907 16.747 -0.007
```

For the HOMO energy, the calculation gives -10.8 eV. As for the total charge: 0. The max |F| is 1.295 eV Å⁻¹. The value obtained for the relative energy (zero: lowest compared OMol25 entry of this formula, charge and spin) is 0.636 eV.

***

Record 4
H22KrO11 as an isolated structure, computed with ωB97M-V/def2-TZVPD.

Structure (XYZ):
```
34
Properties=species:S:1:pos:R:3:lowdin_charge:R:1
H 0.687 -8.647 9.560 -0.015
H -0.987 -8.060 15.758 0.021
O -1.177 -12.565 14.434 -0.047
O 1.845 -10.791 11.811 -0.077
H 1.933 -10.280 12.616 0.028
O -3.165 -6.325 11.577 -0.088
H -1.459 -13.222 13.798 0.031
H -0.154 -6.126 13.028 -0.006
H -1.368 -5.746 11.123 -0.025
O -3.156 -9.918 15.288 -0.056
H -1.907 -11.947 14.481 -0.007
H -1.219 -8.945 8.208 0.084
H 1.595 -10.150 11.146 -0.041
H -0.617 -7.571 8.002 0.081
H 0.366 -6.303 14.439 0.017
H -2.702 -7.808 8.964 -0.021
H -4.214 -7.468 12.741 -0.036
O -4.995 -7.841 13.148 -0.066
H -3.406 -6.789 10.775 -0.012
H -3.509 -5.440 11.455 0.074
O 1.575 -8.723 9.908 -0.047
H -4.736 -8.728 13.398 -0.003
O 0.387 -5.702 13.694 -0.046
H -3.969 -7.107 8.523 0.062
H -3.969 -10.418 15.217 0.070
H 1.933 -7.837 9.852 0.054
O -0.697 -5.132 10.826 -0.044
H -3.422 -9.078 15.661 0.065
H -1.564 -9.437 15.506 -0.050
O -0.983 -8.144 8.676 -0.046
Kr -1.632 -9.279 12.023 0.238
O -3.613 -7.662 9.217 -0.046
O -0.734 -8.968 15.594 -0.067
H -0.487 -5.418 9.937 0.020
```

For the HOMO energy, the calculation gives -10.4 eV. As for the total charge: 0. The max |F| is 1.083 eV Å⁻¹. The value obtained for the relative energy (zero: lowest compared OMol25 entry of this formula, charge and spin) is 1.096 eV.